Here is a 2-piece molecular cluster, C10H16 overall in a non-equilibrium geometry from the OMol25 dataset. Energies are from the ωB97M-V functional and the def2-TZVPD basis.

## Properties
E_HOMO: -9.0 eV
LUMO level: 1.0404 eV
Frontier orbital gap: 0.369 Ha
Relative energy (zero: lowest compared OMol25 entry of this formula, charge and spin): 0.527 eV
SMILES string: Cc1ccccc1.CCC
E: -10629.2167 eV
Net charge: 0

CARTESIAN COORDINATES (ANGSTROEM)
1 C -1.1727 3.3768 0.8340
2 C -0.1115 4.0818 0.0050
3 C -0.6531 3.0327 2.2476
4 H -2.0434 4.0132 0.9992
5 H -1.4912 2.4865 0.3152
6 H 0.7000 3.4359 -0.3173
7 H -1.0215 2.0720 2.5985
8 H 0.4348 2.9500 2.2864
9 H -0.9972 3.7749 2.9675
10 H -0.5908 4.5911 -0.8363
11 H 0.3816 4.8852 0.5629
12 C -0.0846 -4.1851 -0.7796
13 C 0.5949 0.0016 -0.2195
14 C -0.6566 -0.4371 -0.6280
15 C 1.6557 -0.8775 -0.1984
16 C -0.8908 -1.7984 -0.6901
17 C 1.4687 -2.2330 -0.4785
18 C 0.1781 -2.7046 -0.5996
19 H 0.7363 1.0391 0.0580
20 H -1.4151 0.2376 -1.0068
21 H 2.6538 -0.4735 -0.0577
22 H -1.8838 -2.1901 -0.8674
23 H 2.3237 -2.8953 -0.5420
24 H -1.1436 -4.4184 -0.6968
25 H 0.3979 -4.7389 0.0246
26 H 0.2808 -4.5600 -1.7373


Here is C14H40F6N15O18S2Zn2 as an isolated structure in a non-equilibrium geometry from the OMol25 dataset. Energies are from the ωB97M-V functional and the def2-TZVPD basis.

## Properties
E_HOMO: -10.2 eV
LUMO level: -2.5645 eV
Frontier orbital gap: 0.279 Ha
E: -209185.8340 eV
Net charge: +1

CARTESIAN COORDINATES (ANGSTROEM)
1 Zn 0.4812 1.9670 0.9029
2 Zn 0.4404 -1.8947 -0.1529
3 C 0.4710 -5.9492 0.6340
4 F 0.3405 -5.3288 1.8119
5 F 1.0656 -7.1079 0.6979
6 F -0.7852 -6.0762 0.1294
7 S 1.4134 -4.9816 -0.7096
8 O 2.6185 -4.4124 -0.0687
9 O 1.6056 -5.9880 -1.7663
10 N 0.3060 -3.6322 -1.0712
11 S -0.5668 -4.0903 -2.2859
12 O -0.9574 -5.4784 -2.3281
13 O -1.6826 -3.0910 -2.2607
14 C 0.4492 -3.7718 -3.8137
15 F 1.4470 -4.7140 -4.0241
16 F -0.3991 -3.7057 -4.8328
17 F 1.0025 -2.6064 -3.7381
18 C -0.5547 0.2908 -0.5117
19 O -0.7890 -0.7291 -1.1510
20 O -0.9882 1.4634 -0.5908
21 O 0.3144 0.1000 0.3317
22 C -1.7906 1.0919 3.0156
23 O -0.9242 1.7466 2.4927
24 N -2.7906 0.5713 2.3705
25 N -1.7423 0.7959 4.2724
26 H -3.2676 -0.2370 2.7436
27 H -2.7931 0.7783 1.3819
28 H -0.8767 0.8342 4.7914
29 H -2.5817 0.3887 4.6594
30 C 2.5242 2.3050 -1.4180
31 O 2.0899 2.3033 -0.2807
32 N 1.7851 2.2653 -2.5123
33 N 3.7188 2.7442 -1.6636
34 H 2.3687 2.4086 -3.3241
35 H 0.8939 1.7902 -2.5241
36 H 4.2329 2.9324 -0.8149
37 H 4.0953 2.4508 -2.5536
38 C 3.2391 -1.2257 -1.8489
39 O 2.2062 -1.5756 -1.1216
40 N 3.2412 -1.1706 -3.1750
41 N 4.3371 -0.9623 -1.2291
42 H 2.3843 -1.2868 -3.6968
43 H 4.1287 -1.0604 -3.6444
44 H 5.1944 -0.8366 -1.7482
45 H 4.4087 -0.7378 -0.2470
46 C -0.1221 5.0022 1.1060
47 O 0.0726 3.8268 0.8810
48 N -0.6365 5.5018 2.1751
49 N 0.0055 5.9555 0.2141
50 H -0.7968 4.8902 2.9628
51 H -0.6258 6.5042 2.2984
52 H 0.5965 5.6685 -0.5530
53 H -0.0926 6.9124 0.5221
54 C 2.8309 2.0847 2.9462
55 O 1.8678 1.8120 2.2328
56 N 3.3146 1.3414 3.8965
57 N 3.6630 3.1007 2.7563
58 H 4.1614 1.6530 4.3504
59 H 3.0222 0.3866 4.0485
60 H 4.2453 3.3099 3.5546
61 H 3.4387 3.7248 1.9944
62 C -2.1398 -2.9182 1.5168
63 O -1.0498 -2.5259 1.2392
64 N -3.1484 -2.7731 0.6724
65 N -2.3174 -3.5706 2.6015
66 H -4.0723 -3.0120 1.0033
67 H -2.9222 -2.2761 -0.1772
68 H -1.5089 -3.8242 3.1512
69 H -3.2253 -3.9195 2.8739
70 C 1.5436 -2.1904 2.8710
71 O 1.3593 -2.0646 1.6674
72 N 0.6748 -1.6947 3.7497
73 N 2.4842 -2.8218 3.4389
74 H 0.7828 -1.8279 4.7451
75 H -0.2003 -1.4574 3.3047
76 H 2.3915 -3.0795 4.4110
77 H 3.0250 -3.3186 2.7455
78 C -3.7006 3.3500 -0.9707
79 C -2.7400 4.4227 -1.4593
80 O -1.8020 3.6706 -2.1841
81 O -3.3537 2.5263 0.1120
82 H -4.0832 2.6229 -1.6871
83 H -4.5974 3.8657 -0.6271
84 H -2.2195 4.9703 -0.6736
85 H -3.3580 5.0429 -2.1086
86 H -1.4014 3.0027 -1.6229
87 H -2.4769 2.1716 -0.0525
88 C -2.3862 0.5792 -3.7696
89 C -3.3931 -0.4845 -3.4005
90 O -3.2335 -0.8845 -2.0595
91 O -1.0920 0.1988 -3.5995
92 H -2.5223 1.5182 -3.2331
93 H -2.6492 0.7609 -4.8116
94 H -3.2520 -1.2232 -4.1895
95 H -4.3915 -0.0539 -3.4777
96 H -2.3161 -1.0772 -1.8523
97 H -0.9665 0.0425 -2.6606


Here is a 2-piece molecular cluster, C4H11N2O overall from the OMol25 dataset. Energies are from the ωB97M-V functional and the def2-TZVPD basis.

## Properties
E_HOMO: -14.5 eV
LUMO level: -4.7052 eV
Frontier orbital gap: 0.359 Ha
Relative energy (zero: lowest compared OMol25 entry of this formula, charge and spin): 2.736 eV
E: -9346.1211 eV
Net charge: +1

CARTESIAN COORDINATES (ANGSTROEM)
1 C 1.4171 0.2995 -1.8237
2 C 0.5811 0.9564 -2.6055
3 C 1.6643 -1.5295 -0.3684
4 N 0.9394 -0.5629 -0.7888
5 H 2.4952 0.2821 -1.9257
6 H -0.4830 0.8384 -2.4312
7 H 0.8852 1.5741 -3.4352
8 H 1.1337 -2.3416 0.1181
9 H 2.7304 -1.5476 -0.5578
10 H -0.0878 -0.5458 -0.3235
11 N -1.3171 -0.4755 0.6282
12 C -0.9427 0.6003 1.5458
13 O -1.7897 0.5907 2.6611
14 H -1.5009 -1.3190 1.1665
15 H -2.1952 -0.2278 0.1808
16 H 0.1015 0.4522 1.8415
17 H -0.9892 1.5484 1.0036
18 H -1.8768 1.4854 3.0052


Here is C8H29BeN14O10 as an isolated structure in a non-equilibrium geometry from the OMol25 dataset. Energies are from the ωB97M-V functional and the def2-TZVPD basis.

## Properties
E_HOMO: -10.2 eV
LUMO level: -2.2651 eV
Frontier orbital gap: 0.293 Ha
Relative energy (zero: lowest compared OMol25 entry of this formula, charge and spin): 2.568 eV
E: -50504.9926 eV
Net charge: +1

CARTESIAN COORDINATES (ANGSTROEM)
1 Be -7.2870 15.2489 -17.0158
2 O -4.0783 12.2431 -17.6911
3 C -5.0274 13.2173 -17.6414
4 O -6.2276 12.8876 -17.7797
5 O -4.7160 14.3720 -17.2684
6 H -4.6925 11.5394 -17.9636
7 C -4.8751 17.7750 -17.8712
8 O -5.9948 17.2626 -17.7829
9 N -3.7615 17.0606 -17.6259
10 N -4.6741 19.0546 -18.2845
11 H -2.8627 17.4967 -17.7142
12 H -3.8807 16.0617 -17.4751
13 H -3.7018 19.2032 -18.4832
14 H -5.4908 19.5110 -18.6471
15 C -9.2813 18.3491 -17.2262
16 O -9.1306 17.1652 -17.5255
17 N -8.6960 18.9456 -16.1820
18 N -10.3562 19.0579 -17.6895
19 H -8.8561 19.8988 -15.9057
20 H -8.0722 18.5154 -15.5199
21 H -10.4740 19.9533 -17.2586
22 H -11.0102 18.5026 -18.2128
23 C -7.6725 16.1720 -20.4263
24 O -7.3046 15.5789 -19.4258
25 N -8.2358 17.4044 -20.4155
26 N -7.6701 15.7028 -21.6959
27 H -8.2661 18.0701 -21.1635
28 H -8.2474 17.8107 -19.4888
29 H -7.4731 14.7347 -21.8918
30 H -7.9077 16.2793 -22.4775
31 C -10.5866 14.5558 -18.2967
32 O -9.4478 14.2916 -17.9451
33 N -11.3752 15.3678 -17.5407
34 N -11.2345 13.9368 -19.3233
35 H -12.3141 15.5021 -17.8717
36 H -10.9715 15.8666 -16.7663
37 H -12.2121 14.1198 -19.4523
38 H -10.7291 13.3581 -19.9691
39 C -5.6525 16.3070 -13.8732
40 O -6.2465 16.0427 -14.9057
41 N -5.4455 15.3823 -12.8909
42 N -5.0273 17.4702 -13.5789
43 H -5.7690 14.4346 -12.9857
44 H -5.1186 15.6302 -11.9751
45 H -5.2724 18.2550 -14.1562
46 H -4.3135 17.3760 -12.8826
47 C -8.5743 12.3253 -15.1232
48 O -7.7535 13.1486 -15.4466
49 N -9.6935 12.0151 -15.8575
50 N -8.4618 11.4319 -14.0749
51 H -10.3049 11.3019 -15.5120
52 H -9.9484 12.5308 -16.6828
53 H -7.5453 11.4392 -13.6600
54 H -9.1480 10.7210 -13.9297
55 C -9.5956 15.5462 -13.9022
56 O -9.2047 15.5679 -15.0681
57 N -9.0364 16.2572 -12.8553
58 N -10.7733 14.9887 -13.5726
59 H -8.2026 16.7339 -13.1616
60 H -9.8209 16.7261 -12.4297
61 H -11.3862 14.6592 -14.2979
62 H -10.9772 14.7595 -12.6150


Here is C2F6NO4S2Sn as an isolated structure in a non-equilibrium geometry from the OMol25 dataset. Energies are from the ωB97M-V functional and the def2-TZVPD basis.

## Properties
E_HOMO: -14.5 eV
LUMO level: -9.3187 eV
Frontier orbital gap: 0.190 Ha
Relative energy (zero: lowest compared OMol25 entry of this formula, charge and spin): 3.689 eV
E: -55545.9591 eV
Net charge: +1

CARTESIAN COORDINATES (ANGSTROEM)
1 Sn 2.5972 -2.4330 0.0847
2 C 1.1783 1.1409 2.0924
3 F 2.3272 0.4806 2.0505
4 F 0.3347 0.6581 3.0966
5 F 1.3966 2.3816 2.5569
6 S 0.3445 1.2894 0.3570
7 O -1.0305 1.4128 0.7414
8 O 0.9048 2.4355 -0.3405
9 N 0.6554 -0.3398 -0.3266
10 S -0.1647 -0.3682 -1.5742
11 O -0.7307 0.8843 -2.1582
12 O 0.4760 -1.2741 -2.5951
13 C -1.7464 -1.3919 -1.0716
14 F -1.7619 -2.5698 -1.7110
15 F -1.8673 -1.5131 0.2544
16 F -2.9133 -0.7933 -1.4567